ORCA calculation (ωB97M-V/def2-TZVPD) on the ion C6H10NO2 with charge +1 at a distorted geometry.

Summary:
Kohn-Sham gap (alpha / beta) (hartree): 0.332 / 0.242
Energy relative to the best compared isomer or geometry (same formula, charge and spin) (eV): 4.222
LUMO (alpha / beta) (eV): -3.5 / -5.0
HOMO energy (alpha / beta) (eV): -12.528 / -11.566
Total energy (Ha): -439.4089

ORCA input file:
```
! RIJCOSX wB97M-V def2-TZVPD def2/J DEFGRID3
* xyz 1 1
C 1.287 -1.419 3.101
C 0.390 -0.942 2.369
C -0.991 -0.232 -0.998
C -0.513 -0.330 1.522
C 0.338 0.442 -1.330
C 0.704 1.417 -0.295
N -0.931 -1.055 0.268
O 1.257 -0.595 -1.585
O -0.147 2.547 -0.142
H 1.900 -2.031 3.633
H -1.701 0.560 -0.980
H -1.264 -0.895 -1.793
H -1.168 0.485 1.932
H 0.236 1.149 -2.240
H 1.756 1.364 -0.126
H -1.838 -1.563 0.345
H -0.242 -1.747 0.083
H 2.027 -0.296 -2.090
H 0.354 3.249 0.358
*
```